The following is a DFT calculation (ωB97M-V/def2-TZVPD) of C57H60Br2I2KN5O4Si as an isolated structure.

Each line ends with the Mulliken charge.
CARTESIAN COORDINATES (ANGSTROEM)
1 K 1.05918 0.92098 -0.61706  1.1841
2 I 4.46862 1.53730 -1.09720  0.0766
3 C 4.11951 0.23818 -2.74340  -0.1153
4 I 3.78653 -1.76879 -2.13973  0.1234
5 H 4.98302 0.26813 -3.39401  0.5121
6 H 3.19733 0.57743 -3.21110  -0.2805
7 C -3.85258 -4.70756 -3.18972  -0.5486
8 O -4.93980 -3.86866 -3.55846  -0.4496
9 C -4.63483 -2.73647 -4.24476  0.3631
10 C -3.34257 -2.36152 -4.60463  1.5761
11 C -3.14022 -1.18947 -5.31983  -0.5942
12 C -4.20964 -0.37799 -5.67991  -0.6612
13 C -5.49755 -0.77891 -5.34111  -0.2007
14 C -5.71286 -1.93487 -4.61575  -0.8127
15 N -4.11591 0.78961 -6.51825  -0.5225
16 N -3.17270 1.59996 -6.45730  -0.6888
17 C -2.13877 1.53943 -5.48078  0.3520
18 C -0.85649 1.70355 -5.95984  -0.2698
19 C 0.26713 1.53137 -5.16038  -0.7427
20 C 0.17286 1.20048 -3.79210  -0.1490
21 O 1.17345 0.95181 -3.05986  -0.8243
22 C -1.19507 1.19992 -3.24077  -0.5957
23 N -1.31559 1.04905 -1.89868  1.2925
24 C -2.50415 1.11136 -1.35314  -0.5443
25 C -3.67832 1.33826 -2.08992  -1.0851
26 C -3.58434 1.47240 -3.44402  -1.2260
27 C -2.32368 1.38103 -4.07640  1.3318
28 H -4.28898 -5.54308 -2.64961  0.2703
29 H -3.14907 -4.18808 -2.53776  0.1295
30 H -3.32029 -5.06679 -4.07559  0.4337
31 H -2.48266 -2.95694 -4.32817  -0.3233
32 H -2.12692 -0.91360 -5.57758  0.5246
33 H -6.33129 -0.16262 -5.65715  0.4039
34 H -6.71130 -2.24583 -4.33485  0.4018
35 H -0.74156 1.91789 -7.01753  0.3456
36 H 1.26097 1.61535 -5.58391  0.4503
37 H -2.54741 0.98010 -0.27687  0.1891
38 H -4.63183 1.40622 -1.58155  0.4939
39 H -4.46768 1.66117 -4.03895  0.5397
40 C 1.99722 8.41864 2.63737  -1.7057
41 C 1.28300 7.40652 3.54511  2.1211
42 C -0.20367 7.77975 3.63069  -1.7070
43 C 1.88197 7.52955 4.94690  -2.1912
44 C 1.43576 5.99713 2.97416  -0.6467
45 C 0.95724 5.71069 1.69950  0.0982
46 C 1.09317 4.44645 1.16977  -0.1440
47 Br 0.45288 4.10820 -0.60027  -0.1555
48 C 1.70600 3.35045 1.84445  -0.2294
49 O 1.76997 2.19183 1.31641  -0.2397
50 C 2.21376 3.66994 3.15124  -0.8862
51 C 2.05706 4.95190 3.66102  -0.2260
52 C 2.96461 2.58534 3.92713  2.7823
53 C 3.45685 3.07117 5.29264  -2.5496
54 C 2.05707 1.37111 4.16854  -1.0653
55 C 4.19518 2.14908 3.11678  -1.6198
56 H 1.88357 9.43597 3.02606  0.4559
57 H 1.59319 8.39557 1.62454  0.3219
58 H 3.06238 8.18727 2.57451  0.3587
59 H -0.32814 8.79174 4.02986  0.4540
60 H -0.73443 7.08201 4.28163  0.3507
61 H -0.67637 7.74177 2.64836  0.3012
62 H 1.75486 8.55246 5.31184  0.4430
63 H 2.94972 7.30168 4.94636  0.3822
64 H 1.39118 6.85605 5.65247  0.3768
65 H 0.47386 6.47343 1.09957  0.3932
66 H 2.44685 5.15069 4.64878  0.5447
67 H 2.62949 3.37596 5.93929  0.4165
68 H 4.15060 3.91061 5.19994  0.4380
69 H 3.98691 2.25412 5.78855  0.4570
70 H 1.21215 1.64225 4.80943  0.3708
71 H 2.62149 0.57181 4.66133  0.5121
72 H 1.67041 0.99870 3.22188  -0.3063
73 H 4.87701 2.99395 2.98359  0.3754
74 H 3.89812 1.77822 2.13805  0.0078
75 H 4.73323 1.34765 3.63055  0.4444
76 C 1.44709 -1.84083 2.86171  -0.8163
77 N 2.88758 -1.91179 2.91023  0.3951
78 C 3.49320 -2.70295 3.95017  -1.1718
79 C 3.65337 -1.19919 2.05040  0.3936
80 O 4.86880 -1.15741 2.06890  -0.7067
81 H 1.04922 -1.22288 3.67342  0.4008
82 H 1.02498 -2.84415 2.93843  0.4353
83 H 1.13160 -1.42789 1.90295  -0.2434
84 H 3.22143 -2.31970 4.94012  0.3451
85 H 4.57320 -2.65807 3.83276  0.3741
86 H 3.16008 -3.74215 3.87594  0.2220
87 H 3.03522 -0.65787 1.31428  0.4360
88 C -0.10832 -3.77887 -5.46836  -0.5177
89 C 0.24927 -2.53075 -4.98142  -0.3429
90 C 0.30406 -2.30716 -3.60743  -0.3504
91 C 0.00745 -3.31288 -2.68469  0.2958
92 C -0.35740 -4.56081 -3.20486  0.0242
93 C -0.41403 -4.79915 -4.57158  -0.8550
94 Si 0.13039 -2.94954 -0.77922  -0.5121
95 C -1.67002 -3.53376 -0.34271  1.0921
96 C -2.08944 -4.75694 0.18863  -0.1751
97 C -3.43157 -5.02633 0.44496  -0.7724
98 C -4.40630 -4.08303 0.15264  -0.8874
99 C -4.02287 -2.86255 -0.39360  -0.6050
100 C -2.68030 -2.59694 -0.61771  -0.6734
101 C 1.18362 -4.48047 -0.24698  0.8079
102 C 1.10579 -5.01121 1.04949  -0.2831
103 C 1.99526 -5.96765 1.51920  -0.7231
104 C 3.01996 -6.42924 0.70199  -0.6196
105 C 3.12405 -5.92811 -0.58844  -0.7979
106 C 2.21913 -4.97985 -1.04971  -0.7371
107 H -0.15646 -3.95783 -6.53666  0.3250
108 H 0.48833 -1.72046 -5.66244  0.3231
109 H 0.60548 -1.33042 -3.24466  0.3663
110 H -0.59599 -5.36834 -2.51704  0.3743
111 H -0.69685 -5.77930 -4.94243  0.3791
112 H -1.35402 -5.52749 0.40067  0.4565
113 H -3.71696 -5.98779 0.86046  0.3131
114 H -5.45240 -4.29705 0.33898  0.3338
115 H -4.76991 -2.11819 -0.64728  0.5195
116 H -2.39421 -1.63405 -1.03386  -0.1491
117 H 0.31935 -4.66459 1.71387  0.5059
118 H 1.89253 -6.35000 2.52985  0.4106
119 H 3.72707 -7.16529 1.06642  0.3473
120 H 3.91546 -6.27766 -1.24291  0.3895
121 H 2.31771 -4.61814 -2.06910  0.5670
122 Br -2.79134 0.76611 5.88615  -0.2194
123 C -2.07792 0.60524 4.13107  -0.1697
124 C -1.58629 1.72291 3.48749  -0.7696
125 C -1.06272 1.54273 2.21314  -0.2433
126 N -1.00637 0.36181 1.60069  0.9862
127 C -1.50341 -0.69393 2.23932  -0.7775
128 C -2.05476 -0.63010 3.51262  -0.8983
129 H -1.58620 2.69963 3.94991  0.6300
130 H -0.65953 2.38899 1.67261  0.3194
131 H -1.44969 -1.64004 1.70996  0.6076
132 H -2.44408 -1.51615 3.99322  0.5477

Atoms 1-3, force components in eV/Å:
-0.2 -0.8 0.3
0.1 0.0 0.0
0.0 0.0 0.1

Results
Charge: -2
Highest occupied orbital energy (eV): -1.747
Strongest force on any atom (eV Å⁻¹): 0.9
ΔE to the lowest compared entry with this formula, charge and spin (kcal/mol): 0.00
Total energy (eV): -256215.90171